Entry one
# C4H10IP

2 unconnected molecules or ions with the total composition C4H10IP (ωB97M-V/def2-TZVPD, the Open Molecules 2025 dataset).

Geometry (Å):
H1 2.03 2.09 1.92
H2 -0.90 0.93 -2.16
H3 -1.22 0.52 1.33
C1 -0.91 -0.36 -0.47
H4 0.42 1.07 -1.03
H5 2.72 0.52 0.76
P1 2.04 0.67 2.03
H6 -1.96 -1.78 -1.51
H7 -1.50 -1.27 1.43
I1 4.24 1.19 2.93
H8 -1.04 1.69 -0.68
H9 -0.47 -1.64 -2.17
C2 -1.17 -0.40 0.84
C3 -0.97 -1.58 -1.26
H10 -0.72 -2.60 -0.81
C4 -0.58 0.96 -1.14

Computed properties:
HOMO, eV: -9.0313
Orbital gap, eV: 9.1
Structure (SMILES): C=C(C)C.PI

Atom charges from the natural (NBO) analysis, given in e for atoms 1 to 5: 0.00 0.21 0.18 0.04 0.21

---

Entry two
# C4H10IP

C4H10IP in the gas phase (ωB97M-V/def2-TZVPD, the Open Molecules 2025 dataset).

Geometry (Å):
H1 -1.24 -0.77 1.11
I1 3.75 0.25 0.03
H2 1.54 2.10 -0.32
C1 0.92 -2.08 -0.46
P1 1.19 -0.82 0.82
H3 -0.01 0.15 -1.08
H4 0.60 2.14 1.23
C2 0.53 1.86 0.13
H5 -1.55 1.06 1.27
C3 0.12 0.44 -0.10
C4 -1.29 0.19 0.53
H6 1.34 -1.58 -1.38
H7 -1.98 0.10 -0.25
H8 -0.10 -2.36 -0.70
H9 -0.32 2.38 -0.47
H10 1.38 -3.09 -0.14

Computed properties:
HOMO, eV: -8.9498
Orbital gap, eV: 8.1
Structure (SMILES): CC(C)P(C)I

Atom charges from the natural (NBO) analysis, given in e for atoms 1 to 5: 0.20 -0.32 0.24 -1.03 0.85

---

The most stable arrangement is entry two, and the next structure is 0.0323 hartree less stable.

---

Entry one
# C6H24KO6

A molecular structure, C6H24KO6 (ωB97M-V/def2-TZVPD, the Open Molecules 2025 dataset).

Geometry (Å):
H1 22.18 6.80 15.55
H2 13.79 8.92 21.56
H3 19.18 7.14 28.76
H4 14.96 0.64 23.23
H5 12.35 7.02 21.12
C1 19.41 11.52 21.56
H6 22.47 7.39 17.69
H7 12.61 8.04 19.89
H8 21.49 5.29 16.01
H9 18.46 1.25 17.03
H10 16.72 1.09 16.73
K1 18.63 5.65 21.55
H11 17.23 3.15 16.94
C2 19.94 6.65 28.15
O1 19.62 6.64 26.71
O2 14.16 8.05 21.38
H12 17.51 0.74 18.35
H13 19.77 7.49 26.29
H14 13.76 1.64 22.48
C3 13.20 7.40 20.55
O3 17.21 2.72 17.79
O4 15.01 2.73 23.69
C4 14.31 1.50 23.42
H15 20.00 12.41 21.78
H16 20.84 10.59 22.47
H17 13.57 1.29 24.19
H18 23.19 5.63 16.41
H19 19.55 11.31 20.50
C5 22.19 6.06 16.34
H20 20.05 5.65 28.57
O5 19.88 10.54 22.49
H21 14.85 2.96 24.61
H22 18.38 11.82 21.74
O6 21.81 6.71 17.53
H23 13.65 6.64 19.90
H24 20.91 7.12 28.35
C6 17.47 1.38 17.47

Computed properties:
HOMO, eV: -12.5632
Orbital gap, eV: 8.8
Total charge: +1

Atom charges from the natural (NBO) analysis, given in e for atoms 1 to 5: 0.17 0.47 0.18 0.17 0.17

---

Entry two
# C6H24KO6

A molecular structure, C6H24KO6 (ωB97M-V/def2-TZVPD, the Open Molecules 2025 dataset).

Geometry (Å):
H1 1.61 -3.65 1.64
H2 0.24 -4.61 1.99
O1 -0.16 -2.81 1.04
H3 -0.88 -2.93 1.64
H4 -1.21 1.60 -2.36
H5 -1.12 -0.35 3.55
H6 -2.57 0.45 3.42
O2 -0.19 -1.18 -2.05
H7 -2.60 -1.34 2.31
C1 1.99 0.85 -2.67
O3 -2.10 -0.64 1.91
H8 2.25 2.74 0.71
H9 -3.02 1.57 -0.15
H10 1.02 -2.63 -2.81
H11 1.05 -2.56 -1.02
H12 1.01 1.15 -3.00
C2 -1.69 0.33 2.88
H13 2.91 1.26 -1.02
C3 0.40 -2.53 -1.88
H14 -0.39 -3.34 -1.94
C4 0.61 -3.95 1.25
H15 -0.29 2.64 1.83
C5 -1.64 2.06 -1.42
H16 1.27 4.27 0.78
O4 0.26 2.56 1.09
H17 -1.19 1.22 2.59
H18 -2.49 2.66 -1.62
O5 -2.21 1.17 -0.47
O6 2.08 1.42 -1.42
H19 2.14 -0.29 -2.59
H20 0.86 -4.46 0.30
H21 2.79 1.13 -3.37
K1 0.10 0.02 0.22
H22 -1.17 -1.25 -2.05
C6 1.44 3.32 1.22
H23 1.67 3.52 2.30
H24 -0.78 2.58 -0.85

Computed properties:
HOMO, eV: -13.3855
Orbital gap, eV: 10.8
Total charge: +1

Atom charges from the natural (NBO) analysis, given in e for atoms 1 to 5: 0.17 0.19 -0.74 0.48 0.18

---

The most stable arrangement is entry two, and the next structure is 0.0305 hartree less stable.

---

Entry one
# C28H84O14S14

14 unconnected molecules or ions with the total composition C28H84O14S14 (ωB97M-V/def2-TZVPD, the Open Molecules 2025 dataset).

Geometry (Å):
C1 3.45 0.04 2.53
C2 1.26 0.84 -4.66
H1 -3.01 -1.94 -1.36
H2 3.72 -0.53 -1.46
H3 1.36 -3.23 -1.33
H4 7.27 0.66 -3.08
C3 2.11 -2.51 -0.99
H5 -0.52 -2.48 -3.27
H6 0.20 -1.63 1.21
C4 1.63 2.91 3.20
S1 1.99 4.12 4.48
H7 -0.92 -0.89 0.01
H8 -1.44 0.38 -7.22
S2 -0.14 1.71 -5.46
H9 6.01 1.35 -1.98
O1 -5.81 -1.56 -1.50
H10 1.97 5.66 2.54
H11 0.44 -1.19 7.00
C5 2.49 -2.61 4.18
H12 -3.50 2.55 -5.04
H13 -1.08 -6.76 1.82
C6 -5.18 -4.02 -2.31
H14 4.13 -4.72 -0.26
H15 -6.17 -4.09 -2.77
H16 -0.44 4.08 -1.77
C7 -4.01 1.47 5.37
C8 0.38 4.60 -2.33
O2 0.55 2.83 -6.25
C9 -0.55 0.32 -6.62
H17 2.79 -3.55 4.73
O3 4.35 2.12 1.11
H18 -4.05 2.38 2.02
C10 -3.49 -2.56 -0.64
H19 -2.96 -4.03 -5.88
C11 -1.30 1.63 4.95
C12 -1.90 -4.25 2.99
H20 1.61 2.47 -1.52
H21 -3.40 -1.99 0.26
H22 -2.18 5.98 2.19
O4 -2.57 0.31 -3.54
H23 -1.81 -4.64 4.01
C13 3.17 -4.79 0.20
C14 -4.46 3.15 1.36
C15 -0.17 -6.36 2.31
H24 0.05 -3.87 -4.19
S3 0.47 0.72 0.94
C16 -0.75 1.75 0.17
H25 -4.02 2.44 4.91
H26 -0.55 -0.52 -5.93
S4 -3.55 1.29 -3.00
H27 -0.17 -6.72 3.33
H28 -1.59 1.53 0.80
H29 -2.66 -4.76 2.39
S5 -5.27 -2.80 -0.88
H30 3.10 2.88 -0.55
H31 1.77 -1.50 -0.88
S6 -0.22 -4.46 2.12
H32 -4.09 3.54 -3.66
H33 -1.28 -0.81 1.78
H34 0.35 0.20 -7.24
H35 -3.92 6.00 2.27
H36 -0.21 -3.98 -2.42
S7 5.21 -0.58 -3.44
O5 -2.97 0.48 3.15
H37 2.98 -2.68 -1.66
H38 -4.95 0.91 5.22
H39 -2.34 3.30 -3.85
C17 6.02 0.21 1.63
H40 0.72 3.97 -3.14
O6 -2.20 -5.62 -3.79
C18 -2.33 -3.41 -5.27
O7 3.87 -2.35 1.03
H41 -4.59 -3.53 -3.07
C19 2.49 3.12 -1.44
H42 6.04 -0.87 1.81
H43 -3.08 -3.55 -0.47
H44 0.76 3.15 2.57
S8 2.61 -3.08 0.71
H45 2.02 0.39 -5.33
C20 6.22 0.92 -2.97
C21 -0.61 -3.56 -3.33
H46 2.42 -5.22 -0.49
H47 0.01 5.56 -2.73
H48 -1.11 1.85 6.00
H49 2.91 6.32 3.94
H50 3.27 -5.50 1.05
H51 -1.29 -3.51 -5.63
H52 0.70 -6.79 1.80
S9 4.34 0.70 1.10
H53 1.91 -0.51 6.26
H54 3.11 3.18 -2.32
H55 1.72 1.53 -3.96
H56 6.29 0.67 2.57
S10 -2.70 0.50 4.62
H57 -2.68 -2.36 -5.28
O8 1.58 0.46 0.01
S11 0.80 -2.14 4.82
H58 5.93 1.57 -3.80
S12 -3.11 4.27 0.74
C22 -0.52 -0.84 1.00
O9 0.32 -0.99 3.99
C23 -3.32 2.84 -4.02
H59 -3.84 1.55 6.45
H60 2.88 -0.64 -2.95
H61 2.53 2.87 2.56
H62 -0.92 1.40 -0.87
O10 0.90 4.59 0.16
H63 1.99 -2.15 6.97
H64 -1.53 2.52 4.39
H65 -4.87 2.79 0.42
H66 3.21 -1.80 4.31
H67 -2.18 -3.17 3.07
H68 -5.76 1.88 -3.61
H69 2.42 -0.26 2.35
H70 3.54 0.67 3.40
H71 6.74 0.57 0.85
H72 -5.72 0.05 -3.26
H73 3.56 4.96 3.03
H74 -5.22 3.80 1.82
H75 -2.94 4.70 3.11
O11 0.74 4.58 5.12
C24 1.38 -1.44 6.44
H76 1.50 1.98 3.72
H77 4.03 -0.81 2.75
C25 3.68 -0.13 -2.47
H78 0.88 0.10 -3.98
O12 -0.53 -4.30 0.62
C26 2.64 5.42 3.38
O13 4.86 -0.39 -4.93
C27 -5.24 0.94 -3.73
H79 -5.11 0.66 -4.79
H80 -0.31 2.73 0.15
O14 -3.82 5.17 -0.32
S13 1.70 4.74 -1.11
H81 3.41 0.94 -2.55
C28 -3.04 5.33 2.24
S14 -2.29 -4.12 -3.58
H82 -0.43 1.17 4.50
H83 -4.79 -4.98 -1.99
H84 2.29 -2.84 3.13

Computed properties:
HOMO, eV: -8.4242
Orbital gap, eV: 8.2

Atom charges from the Mulliken analysis, given in e for atoms 1 to 5: -1.37 -0.59 -0.01 -0.21 -0.35

---

Entry two
# C28H84O14S14

14 unconnected molecules or ions with the total composition C28H84O14S14 (ωB97M-V/def2-TZVPD, the Open Molecules 2025 dataset).

Geometry (Å):
H1 -0.10 4.57 -8.92
H2 -3.75 2.77 4.83
H3 -0.88 5.17 6.06
H4 -4.07 -3.95 -1.08
H5 3.15 -4.12 -4.34
O1 -2.38 5.10 -6.20
C1 -4.01 3.82 4.70
H6 -1.08 -9.49 -0.34
C2 5.90 -1.93 0.10
O2 -6.42 -5.71 0.19
C3 2.02 -5.75 6.06
H7 0.11 3.49 -5.24
O3 -3.41 -1.03 7.05
O4 2.63 -3.06 6.28
H8 5.45 2.39 -4.33
H9 2.71 -3.64 -6.00
H10 -2.07 -9.17 1.10
H11 3.50 -4.80 3.13
H12 4.50 2.52 7.12
S1 5.69 2.61 -6.72
S2 -1.89 -1.16 6.88
H13 2.65 1.40 6.10
H14 -1.71 1.12 0.35
H15 5.09 -1.21 -0.02
C4 3.42 4.82 1.09
H16 -8.23 -0.91 -4.52
H17 6.60 -1.75 0.92
H18 7.42 0.22 0.14
O5 5.34 2.01 3.64
H19 -6.36 1.50 -6.14
H20 5.44 7.59 1.50
H21 4.48 3.75 5.90
H22 3.26 5.44 1.97
C5 -0.17 -2.63 -5.44
H23 6.09 3.03 6.51
H24 -0.37 -2.50 8.29
H25 -0.79 -2.48 5.14
H26 8.04 0.65 -1.48
S3 0.66 -3.99 -4.55
O6 -4.76 -0.46 -4.55
S4 4.97 5.45 0.32
S5 -0.95 5.15 -6.63
H27 0.68 3.33 -6.88
H28 5.47 0.55 -8.18
H29 -0.15 -1.72 -4.84
S6 -0.27 -7.69 0.92
O7 -0.92 -6.63 1.86
O8 7.86 -2.81 -1.72
C6 -5.06 4.81 -0.86
H30 -2.37 -3.30 5.49
H31 -5.71 4.00 -1.17
H32 -1.47 -1.60 9.28
C7 3.09 1.35 5.10
H33 4.01 3.14 -4.72
H34 -2.04 -3.04 8.54
C8 -6.92 6.70 -1.74
H35 -1.57 3.79 6.54
C9 -1.88 4.76 6.16
H36 -7.27 -3.15 1.55
H37 2.67 0.48 4.59
H38 6.74 0.42 -7.07
C10 4.72 2.43 -5.14
H39 -4.77 3.96 3.93
H40 -4.51 4.08 5.63
S7 4.95 1.48 5.02
H41 -0.77 2.60 -6.48
S8 -5.37 -4.84 0.85
H42 5.24 6.29 2.62
H43 -7.53 1.86 -4.85
O9 4.59 3.03 -7.66
S9 0.54 0.29 -0.40
C11 5.66 6.53 1.65
C12 -6.51 1.54 -5.06
S10 -6.12 -0.05 -4.13
H44 5.59 -2.97 0.06
H45 -4.51 5.12 -1.75
C13 -1.83 -2.36 5.45
H46 1.57 -5.89 7.04
C14 5.04 2.88 6.25
H47 -5.69 -3.41 -1.04
H48 -1.24 1.73 -1.29
O10 -1.57 4.00 3.53
H49 -1.84 4.17 -8.64
H50 2.75 4.94 0.24
H51 -2.48 5.28 6.91
H52 2.76 2.21 4.53
C15 -7.29 -1.24 -4.97
S11 3.23 -4.33 5.73
H53 2.78 -2.55 -4.56
H54 -1.87 0.10 -1.08
C16 2.46 -3.52 -4.94
C17 2.92 -4.25 3.86
S12 -2.50 4.87 4.41
H55 0.38 -2.40 -6.35
H56 0.98 -9.69 1.39
O11 -5.09 7.41 -0.12
H57 -4.19 4.55 -0.25
H58 -5.82 2.23 -4.58
H59 -1.21 -2.86 -5.65
H60 6.75 6.48 1.65
H61 -6.89 7.79 -1.80
H62 4.22 1.47 -5.21
C18 -6.36 -3.64 1.90
H63 -0.01 -9.20 2.84
H64 -2.16 -1.92 4.51
S13 -6.08 6.27 -0.17
H65 -2.33 -8.14 -0.36
H66 -6.58 6.18 -2.64
C19 -1.61 -8.72 0.22
H67 5.07 0.16 -6.52
H68 1.85 -4.43 3.78
C20 5.71 0.79 -7.14
H69 3.50 3.75 1.31
C21 -1.41 -2.17 8.36
O12 4.72 6.51 -0.76
H70 -5.85 -2.93 2.56
H71 -7.96 6.43 -1.58
H72 2.44 -6.70 5.75
C22 -1.27 0.88 -0.62
H73 -6.93 -2.25 -4.79
H74 1.53 -8.36 2.37
H75 -6.79 -4.30 2.65
H76 -0.35 -2.04 -0.51
S14 6.90 -1.64 -1.43
C23 0.41 -1.49 0.04
H77 -1.39 5.78 -8.99
H78 1.08 -5.65 5.51
H79 0.23 -1.63 1.11
H80 -7.37 -1.23 -6.06
C24 -4.84 -3.61 -0.38
O13 0.43 -5.22 -5.41
H81 3.04 -3.17 3.73
H82 1.33 -1.98 -0.27
C25 -0.21 3.52 -6.28
C26 7.86 -0.16 -0.78
C27 -1.04 4.89 -8.47
H83 8.83 -0.54 -0.45
H84 -4.32 -2.83 0.18
O14 1.19 0.47 -1.76
C28 0.63 -8.87 2.03

Computed properties:
HOMO, eV: -8.4713
Orbital gap, eV: 8.3

Atom charges from the Mulliken analysis, given in e for atoms 1 to 5: 0.33 0.27 0.32 0.35 0.36

---

The most stable arrangement is entry one, and the next structure is 0.2219 hartree less stable.